No. 1
Here is a structure of composition C20H42HfNOP3 at a distorted geometry from the OMol25 dataset. Energies are from ωB97M-V/def2-TZVPD.

Output
* E_tot: -54085.8800 eV
* energy above the lowest of the compared OMol25 structures with the same formula, charge and spin: 3.097 eV
* net charge: +4
* frontier orbital gap (alpha / beta): 3.070 / 3.079 eV
* HOMO (alpha / beta): -19.3206 / -19.3256 eV
* 2S+1: 1

XYZ file:
```
68
Properties=species:S:1:pos:R:3:forces:R:3:lowdin_charge:R:1
Hf -1.313 1.267 -0.269 0.84 -1.11 0.25 1.119
P 3.010 -2.038 1.061 0.30 0.64 -1.35 0.897
P 0.845 2.808 -0.527 1.51 2.32 -0.42 0.737
P -2.124 -1.222 -0.088 -1.27 -2.24 -0.22 0.771
H -2.251 3.835 -1.064 0.20 -0.57 -0.08 0.082
C -2.307 2.772 -1.365 -1.65 0.75 -0.37 -0.325
C -3.295 1.947 -0.557 -0.74 1.49 -0.69 -0.306
H -3.745 2.488 0.289 0.40 0.08 -0.23 0.078
C 4.754 -2.440 1.117 0.04 -0.32 0.51 -0.184
C 2.811 -0.351 1.677 -0.04 0.24 0.58 -0.204
C 1.868 -3.233 1.744 0.31 -0.37 0.57 -0.194
C 0.679 4.180 -1.733 -0.30 -0.03 -0.37 -0.248
C 1.229 3.816 0.964 -0.46 -0.30 0.49 -0.234
C 2.501 2.194 -0.990 0.46 -0.74 -0.21 -0.251
C -3.578 -1.561 -1.147 -0.36 0.44 -0.40 -0.226
C -2.784 -1.699 1.559 0.10 0.54 0.60 -0.206
C -1.145 -2.709 -0.495 0.61 -0.12 -0.27 -0.234
H -2.186 2.703 -2.463 -0.44 -0.21 0.37 0.078
H -4.127 1.358 -0.965 0.63 -0.04 -0.40 0.062
H 5.094 -2.408 2.165 0.05 -0.06 -0.35 0.084
H 5.323 -1.707 0.521 -0.26 -0.31 0.21 0.082
H 4.893 -3.455 0.725 0.15 0.24 0.05 0.078
H 3.378 -0.182 2.610 -0.28 -0.11 -0.35 0.084
H 1.747 -0.119 1.868 0.44 -0.08 -0.13 0.044
H 3.219 0.324 0.907 -0.17 -0.25 0.33 0.034
H 2.270 -3.588 2.703 -0.32 -0.08 -0.15 0.082
H 1.814 -4.078 1.040 -0.01 0.18 0.30 0.080
H 0.868 -2.804 1.899 0.36 -0.06 -0.07 0.044
H 1.625 4.734 -1.830 -0.21 -0.24 0.26 0.081
H -0.096 4.879 -1.392 0.12 -0.23 -0.25 0.060
H 0.432 3.785 -2.725 -0.10 0.20 0.15 0.058
H 2.269 4.183 0.942 -0.45 -0.15 -0.13 0.081
H 1.077 3.191 1.852 0.21 0.31 0.03 0.028
H 0.535 4.671 1.011 0.27 -0.31 0.03 0.071
H 2.894 2.770 -1.840 -0.20 -0.16 0.25 0.074
H 2.471 1.135 -1.279 0.19 0.24 0.06 0.002
H 3.218 2.306 -0.164 -0.29 -0.03 -0.20 0.058
H -4.162 -2.373 -0.690 0.26 0.13 -0.23 0.082
H -3.227 -1.881 -2.137 -0.22 0.10 0.17 0.047
H -4.235 -0.690 -1.261 0.16 -0.34 0.04 0.042
H -3.783 -2.142 1.430 0.36 0.17 0.08 0.080
H -2.858 -0.826 2.220 -0.15 -0.43 -0.13 0.006
H -2.115 -2.445 2.013 -0.25 0.33 -0.05 0.062
H -1.632 -3.229 -1.329 0.14 0.00 0.27 0.069
H -1.104 -3.379 0.372 0.03 0.10 -0.32 0.058
H -0.130 -2.436 -0.801 -0.24 -0.34 0.26 0.002
C 1.298 -1.048 -2.467 1.21 -0.18 4.28 -0.279
C 2.009 -1.566 -3.588 0.76 -1.57 -1.92 0.133
C 1.292 -2.035 -4.673 1.55 -0.40 0.28 0.054
C -0.072 -1.731 -4.771 -0.31 -0.18 -0.09 0.127
C -0.695 -0.896 -3.816 -0.47 1.62 2.25 0.022
C 0.002 -0.436 -2.697 -2.00 0.99 -1.15 0.026
O 1.720 -1.357 -1.277 -3.61 2.49 -6.07 -0.023
H 2.581 -1.874 -0.345 2.01 -1.08 2.78 0.005
H 3.084 -1.768 -3.475 -0.48 -0.01 -0.04 0.174
H 1.788 -2.685 -5.416 -0.31 0.62 0.27 0.169
H -0.673 -2.076 -5.613 0.21 0.01 0.03 0.168
H -1.738 -0.568 -3.938 0.56 -0.16 -0.28 0.149
H -0.397 0.460 -2.076 1.13 -1.95 -1.59 0.047
C -2.383 0.311 4.981 -0.09 -0.94 0.24 -0.036
C -1.936 1.605 4.270 -0.28 -0.30 1.72 -0.148
C -1.659 1.483 2.895 -0.05 1.16 -2.78 -0.037
N -1.536 1.571 1.729 0.14 -0.40 4.51 0.063
H -2.995 -0.329 4.346 -0.02 0.13 -0.06 0.067
H -3.006 0.519 5.861 0.36 0.28 -0.27 0.114
H -1.523 -0.281 5.311 -0.13 0.18 -0.06 0.097
H -2.730 2.344 4.402 -0.03 0.27 -0.41 0.168
H -1.057 2.007 4.783 0.13 0.14 -0.14 0.160
```
Positions in Å, forces in eV/Å.

No. 2
Here is a structure of composition C23H34BeN7O2S from the OMol25 dataset. Energies are from ωB97M-V/def2-TZVPD.

Output
* E_tot: -50162.7492 eV
* energy above the lowest of the compared OMol25 structures with the same formula, charge and spin: 0.000 eV
* net charge: +1
* frontier orbital gap: 8.163 eV
* HOMO: -10.1538 eV
* 2S+1: 1

XYZ file:
```
68
Properties=species:S:1:pos:R:3:forces:R:3:lowdin_charge:R:1
Be -1.259 -0.293 0.516 -0.68 -0.29 0.52 0.123
N 4.494 5.313 2.523 0.03 -0.02 0.02 0.112
C 4.007 4.231 1.826 -0.04 -0.02 -0.03 -0.313
C 4.552 2.954 2.019 -0.01 -0.01 -0.01 -0.018
C 4.033 1.862 1.354 0.00 -0.01 -0.02 -0.065
C 2.963 2.026 0.482 0.10 -0.09 0.03 -0.312
C 2.419 3.287 0.276 -0.10 0.05 -0.09 -0.067
C 2.930 4.381 0.942 0.06 0.02 0.04 -0.026
S 2.283 0.633 -0.336 -0.03 0.37 -0.24 0.625
O 1.742 1.090 -1.620 0.01 -0.04 0.25 -0.354
O 3.282 -0.402 -0.411 0.01 -0.08 0.13 -0.297
N 0.965 0.185 0.467 0.43 0.10 0.29 -0.106
C 0.846 0.085 1.794 -0.23 -0.02 -0.02 -0.408
N 1.838 0.103 2.692 -0.06 0.00 0.06 0.163
C 1.478 0.018 3.965 0.09 0.00 -0.09 -0.094
C 0.162 -0.101 4.396 -0.20 0.00 -0.05 -0.041
C -0.806 -0.139 3.412 0.23 0.00 0.09 -0.090
N -0.483 -0.041 2.127 0.31 0.01 -0.40 0.084
H 5.412 5.225 2.925 0.00 0.01 0.01 0.097
H 4.289 6.230 2.164 -0.01 -0.01 -0.01 0.096
H 5.388 2.824 2.695 -0.01 0.02 -0.01 0.115
H 4.449 0.875 1.501 0.00 0.02 0.00 0.114
H 1.612 3.416 -0.436 0.02 -0.02 0.02 0.109
H 2.512 5.366 0.772 0.00 -0.02 0.00 0.113
H 2.286 0.036 4.690 0.00 0.01 -0.04 0.120
H -0.085 -0.169 5.444 -0.03 -0.01 -0.01 0.105
H -1.858 -0.246 3.651 0.01 0.00 0.03 0.114
N -3.127 -0.137 1.102 0.10 -0.13 -0.18 0.037
C -4.091 -0.631 0.083 -0.13 0.02 0.01 -0.215
C -4.551 0.466 -0.861 0.07 0.00 -0.02 -0.188
C -3.465 1.083 -1.744 0.02 0.03 0.03 -0.175
C -2.418 1.914 -1.003 -0.09 0.01 -0.10 -0.193
N -1.251 1.133 -0.538 0.17 0.30 0.01 0.031
H -3.194 -0.733 1.921 0.03 -0.01 -0.04 0.075
H -3.428 0.781 1.421 0.07 0.02 0.00 0.109
H -4.964 -1.075 0.567 -0.01 0.06 0.03 0.123
H -3.596 -1.428 -0.470 0.01 0.01 -0.04 0.100
H -5.043 1.266 -0.294 0.02 -0.02 0.02 0.120
H -5.327 0.041 -1.500 0.02 -0.01 -0.01 0.119
H -3.953 1.736 -2.470 -0.01 0.00 0.02 0.116
H -2.966 0.304 -2.333 0.02 -0.02 0.05 0.110
H -2.869 2.396 -0.134 -0.02 0.00 0.01 0.118
H -2.063 2.721 -1.646 0.01 -0.01 -0.03 0.122
H -0.661 1.738 0.036 -0.07 0.01 -0.04 0.108
H -0.614 0.956 -1.316 -0.06 -0.03 -0.02 0.084
C -0.576 -1.795 -3.736 0.02 0.02 0.00 0.020
N 0.715 -2.168 -3.103 -0.03 0.07 0.07 -0.169
C 1.871 -1.477 -3.748 -0.02 -0.01 0.00 0.023
C 0.706 -1.853 -1.619 -0.02 -0.05 -0.18 -0.122
C -0.261 -2.674 -0.823 -0.04 -0.05 0.09 -0.232
C -0.153 -4.063 -0.934 -0.01 0.08 -0.01 -0.053
C -0.942 -4.903 -0.171 0.02 -0.03 -0.02 -0.076
C -1.808 -4.331 0.746 -0.04 -0.05 0.05 -0.079
C -1.880 -2.951 0.863 -0.08 -0.01 0.03 -0.118
C -1.142 -2.045 0.082 0.14 -0.10 -0.16 -0.083
H -0.575 -2.104 -4.778 0.01 -0.01 0.01 0.108
H -0.673 -0.712 -3.674 0.01 -0.01 0.00 0.107
H -1.384 -2.277 -3.192 0.00 -0.01 0.01 0.105
H 0.835 -3.174 -3.208 0.00 -0.05 0.01 0.161
H 1.806 -0.418 -3.501 0.00 0.00 -0.01 0.091
H 1.832 -1.639 -4.822 0.00 -0.01 -0.01 0.106
H 2.791 -1.875 -3.331 0.00 -0.01 0.01 0.115
H 0.486 -0.797 -1.569 -0.03 -0.01 -0.02 0.064
H 1.735 -1.987 -1.283 -0.03 -0.01 0.00 0.124
H 0.587 -4.507 -1.598 -0.02 0.00 0.01 0.111
H -0.859 -5.978 -0.266 0.00 0.02 0.00 0.108
H -2.417 -4.961 1.383 0.01 0.01 -0.02 0.107
H -2.563 -2.591 1.630 0.02 0.05 -0.04 0.084
```
Positions in Å, forces in eV/Å.

No. 3
Here is a structure of composition C48H83F2N16O17P3RbS2 at a distorted geometry from the OMol25 dataset. Energies are from ωB97M-V/def2-TZVPD.

Output
* E_tot: -165382.4675 eV
* net charge: +1
* frontier orbital gap: 5.857 eV
* HOMO: -10.0172 eV
* 2S+1: 1

XYZ file:
```
172
Properties=species:S:1:pos:R:3:forces:R:3:lowdin_charge:R:1
Rb 32.298 -1.735 -10.690 -0.38 -0.15 -0.30 0.801
N 35.493 -2.841 -8.650 0.72 0.01 -2.44 0.295
H 34.979 -1.984 -8.890 0.76 0.03 0.72 0.119
H 35.755 -2.936 -7.673 -0.27 -0.10 0.03 0.151
H 36.354 -2.887 -9.291 -0.63 0.28 0.64 0.136
H 34.861 -3.564 -9.086 0.27 -0.38 0.59 0.054
N 33.660 -4.332 -10.224 -0.34 -1.90 2.05 -0.398
S 33.754 -4.910 -11.678 2.19 1.06 -3.41 0.393
O 32.512 -4.978 -12.350 -0.98 0.37 0.02 -0.249
O 34.724 -5.895 -11.945 0.20 -1.29 0.58 -0.225
F 34.542 -3.634 -12.294 -0.97 0.49 0.38 -0.222
S 33.137 -5.674 -9.346 -1.03 0.19 2.09 0.480
O 33.970 -6.793 -9.187 1.60 -0.11 -0.63 -0.217
O 31.772 -5.960 -9.528 -1.01 0.67 -0.66 -0.228
F 33.240 -4.955 -7.940 0.13 0.68 -0.03 -0.176
C 37.488 -5.800 -9.937 -0.38 1.21 0.07 -0.085
C 37.162 -6.104 -8.620 0.79 0.13 -0.74 -0.067
C 38.208 -6.370 -7.756 -0.88 0.77 1.36 0.003
C 39.533 -6.218 -8.129 -0.86 -1.32 -0.57 -0.140
C 39.838 -6.003 -9.452 0.10 0.57 -1.20 0.017
C 38.799 -5.738 -10.361 0.35 0.13 0.75 -0.050
N 40.574 -6.560 -7.159 1.07 0.67 -0.61 -0.354
O 40.235 -7.007 -6.098 -0.25 -0.28 0.63 0.102
O 41.731 -6.345 -7.499 -0.52 -0.14 0.11 0.083
H 36.732 -5.336 -10.559 -0.15 -0.57 -0.37 0.075
H 36.129 -6.037 -8.311 0.02 -0.43 0.27 0.075
H 37.927 -6.506 -6.719 0.45 -0.34 0.00 0.091
H 40.853 -5.964 -9.824 0.09 0.01 0.35 0.124
H 39.006 -5.315 -11.336 0.20 -0.39 -0.09 0.098
C 34.759 -8.402 -6.192 -0.18 0.68 0.42 -0.065
C 35.498 -7.378 -5.586 -0.24 -0.13 -0.88 -0.081
C 36.640 -7.682 -4.878 -0.47 -0.04 1.60 -0.025
C 36.852 -9.010 -4.546 0.03 0.55 -0.66 -0.149
C 36.097 -10.031 -5.088 0.41 -0.74 -0.08 0.012
C 35.056 -9.732 -5.950 -0.13 0.48 -0.27 -0.045
N 37.950 -9.305 -3.629 1.28 -1.06 0.79 -0.326
O 38.272 -10.492 -3.532 -0.32 1.16 -0.02 0.072
O 38.498 -8.397 -3.007 -0.82 -0.69 -0.82 0.075
H 33.906 -8.116 -6.796 0.01 -0.21 -0.05 0.084
H 35.142 -6.359 -5.718 0.32 0.02 -0.04 0.099
H 37.249 -6.974 -4.328 -0.05 0.25 -0.36 0.123
H 36.396 -11.050 -4.879 -0.19 0.00 0.13 0.123
H 34.437 -10.465 -6.454 0.20 -0.29 0.19 0.106
C 28.268 -9.968 -7.705 0.93 -0.38 -0.14 -0.056
C 27.761 -9.283 -6.608 -0.23 -0.04 -0.82 -0.061
C 28.576 -8.409 -5.914 -0.39 0.43 0.75 -0.008
C 29.902 -8.252 -6.267 -0.36 -0.21 -1.43 -0.141
C 30.410 -8.907 -7.378 0.09 0.44 -0.34 0.004
C 29.585 -9.755 -8.101 0.39 -0.33 0.54 -0.055
N 30.722 -7.240 -5.616 -0.31 -1.43 0.04 -0.355
O 31.693 -6.825 -6.200 0.87 0.65 -0.69 0.049
O 30.415 -6.938 -4.499 -0.40 0.70 1.23 0.101
H 27.737 -10.741 -8.246 -0.48 0.30 0.09 0.111
H 26.699 -9.371 -6.425 0.07 0.02 0.50 0.111
H 28.171 -7.801 -5.115 0.04 -0.11 0.08 0.121
H 31.407 -8.703 -7.745 0.09 -0.21 0.23 0.092
H 30.055 -10.316 -8.900 -0.23 0.09 -0.13 0.091
C 32.928 -3.954 -15.213 -0.28 -0.40 -0.62 -0.078
C 33.350 -5.274 -15.354 -0.17 0.10 0.19 -0.063
C 34.478 -5.586 -16.086 -0.01 0.14 0.52 0.019
C 35.219 -4.530 -16.592 0.14 -0.75 -0.22 -0.163
C 34.814 -3.219 -16.503 -0.20 0.19 -0.16 -0.030
C 33.616 -2.942 -15.868 -0.14 0.17 0.37 -0.065
N 36.516 -4.835 -17.229 -0.15 1.00 0.06 -0.359
O 36.953 -5.949 -17.159 0.06 -0.87 0.05 0.106
O 37.092 -3.895 -17.740 0.19 0.18 -0.18 0.071
H 31.992 -3.797 -14.693 0.09 0.29 0.05 0.106
H 32.788 -6.064 -14.876 -0.03 0.00 -0.04 0.108
H 34.776 -6.621 -16.156 0.30 0.10 -0.26 0.129
H 35.401 -2.418 -16.924 0.00 -0.13 -0.22 0.114
H 33.240 -1.927 -15.895 0.01 -0.01 0.19 0.111
C 32.416 -3.718 -4.414 0.24 0.91 0.45 -0.081
C 32.621 -4.863 -3.661 -0.35 -0.06 -0.90 -0.067
C 32.066 -4.960 -2.402 0.52 -0.93 0.85 0.004
C 31.320 -3.941 -1.862 0.22 0.33 -1.36 -0.148
C 31.116 -2.799 -2.611 -0.50 0.61 0.67 0.001
C 31.710 -2.661 -3.849 0.25 0.17 0.21 -0.080
N 30.730 -4.076 -0.545 -0.55 -0.54 0.53 -0.349
O 29.747 -3.406 -0.290 0.30 0.13 -0.08 0.093
O 31.221 -4.904 0.199 0.03 0.22 -0.06 0.093
H 32.885 -3.525 -5.374 0.01 -0.49 -0.06 0.086
H 33.115 -5.703 -4.130 0.15 -0.07 0.30 0.094
H 32.249 -5.834 -1.789 -0.08 -0.07 -0.12 0.130
H 30.512 -2.006 -2.184 0.14 0.02 -0.05 0.126
H 31.725 -1.666 -4.279 -0.35 -0.20 -0.36 0.089
O 27.610 -1.503 -5.931 -0.19 -0.41 0.89 -0.241
P 28.749 -1.691 -6.820 0.39 0.94 -1.22 0.487
N 29.357 -3.209 -6.983 -0.46 -1.28 -0.24 -0.269
C 29.951 -3.716 -8.238 -0.59 1.41 0.51 -0.069
C 29.103 -4.193 -5.921 1.12 0.80 0.80 -0.072
N 30.060 -0.730 -6.430 -0.50 0.34 0.22 -0.290
C 31.363 -0.916 -6.955 1.13 -1.42 0.67 -0.157
C 29.828 0.397 -5.536 0.56 0.18 -0.07 -0.084
N 28.394 -1.162 -8.369 -0.04 -0.52 -0.13 -0.302
C 27.208 -1.688 -9.037 0.61 -0.16 -0.90 -0.102
C 29.000 -0.025 -9.035 0.18 -0.80 -0.38 -0.101
H 29.228 -3.618 -9.052 0.18 -0.15 -0.15 0.079
H 30.297 -4.741 -8.185 -0.01 0.01 0.36 0.066
H 30.794 -3.029 -8.413 0.19 -0.51 -0.54 0.025
H 29.098 -3.672 -4.958 -0.44 0.08 -0.12 0.081
H 30.025 -4.770 -5.811 -0.38 -0.50 -0.28 0.057
H 28.184 -4.769 -6.004 0.08 -0.16 -0.31 0.093
H 31.782 -1.882 -6.615 -0.14 0.05 -0.03 0.063
H 31.470 -0.996 -8.051 -0.23 0.59 0.01 -0.004
H 32.056 -0.183 -6.542 -0.12 0.31 -0.33 0.097
H 30.697 0.579 -4.895 0.03 -0.29 0.02 0.080
H 29.700 1.327 -6.097 -0.46 0.07 0.12 0.082
H 28.994 0.131 -4.898 -0.25 0.42 -0.06 0.078
H 26.542 -0.857 -9.272 -0.42 -0.28 0.21 0.092
H 27.510 -2.146 -9.996 -0.05 0.23 -0.03 0.076
H 26.725 -2.515 -8.523 -0.13 0.40 0.54 0.089
H 28.759 0.951 -8.610 0.24 -0.02 0.15 0.095
H 28.675 -0.015 -10.080 -0.24 0.02 0.10 0.085
H 30.078 -0.223 -9.106 0.01 0.72 0.22 0.023
O 32.758 -10.431 -9.004 -0.72 0.51 0.55 -0.270
P 33.324 -10.571 -10.352 0.10 -0.87 -0.98 0.493
N 32.858 -12.033 -11.027 -0.45 -0.22 -0.09 -0.299
C 32.008 -12.927 -10.256 0.60 -0.72 -0.17 -0.109
C 33.580 -12.700 -12.110 0.13 -0.06 1.24 -0.111
N 34.976 -10.557 -10.399 0.64 0.30 -0.77 -0.291
C 35.627 -11.663 -9.699 -0.10 0.13 0.21 -0.086
C 35.690 -9.275 -10.317 -0.60 -0.10 0.56 -0.095
N 32.829 -9.434 -11.440 0.11 1.86 -0.50 -0.295
C 31.549 -8.748 -11.181 0.90 -0.88 0.40 -0.081
C 33.295 -9.400 -12.829 0.20 -1.69 0.73 -0.092
H 32.627 -13.766 -9.892 -0.13 0.22 0.44 0.086
H 31.259 -13.442 -10.869 -0.13 0.49 -0.20 0.082
H 31.542 -12.381 -9.446 -0.01 -0.18 0.15 0.059
H 34.164 -11.949 -12.625 0.25 -0.32 -0.30 0.063
H 32.938 -13.275 -12.779 -0.29 0.41 -0.10 0.087
H 34.217 -13.455 -11.621 0.31 0.06 -0.50 0.073
H 35.433 -11.666 -8.618 -0.28 -0.03 -0.11 0.079
H 35.274 -12.583 -10.157 0.25 -0.20 0.32 0.059
H 36.712 -11.587 -9.772 -0.03 -0.01 -0.43 0.088
H 35.634 -8.916 -9.279 0.30 0.20 -0.17 0.073
H 36.730 -9.390 -10.619 0.00 -0.14 0.01 0.087
H 35.211 -8.532 -10.954 0.02 -0.04 0.04 0.052
H 30.709 -9.403 -11.450 -0.11 0.23 0.23 0.091
H 31.625 -8.548 -10.114 -0.90 0.20 -0.02 0.043
H 31.469 -7.815 -11.737 0.19 0.01 -0.03 0.073
H 32.910 -10.294 -13.342 -0.18 0.41 -0.38 0.076
H 34.381 -9.537 -12.827 -0.02 0.40 -0.19 0.074
H 32.991 -8.498 -13.347 0.03 0.16 0.13 0.072
O 37.580 -2.644 -11.151 -0.83 -0.65 0.39 -0.281
P 37.780 -1.805 -12.355 1.19 0.55 -0.78 0.503
N 37.718 -2.578 -13.811 -1.21 -1.05 1.16 -0.271
C 37.827 -1.861 -15.053 1.46 -0.06 -0.66 -0.100
C 37.214 -3.952 -13.920 0.15 0.32 -0.87 -0.060
N 39.275 -1.119 -12.278 0.44 0.84 1.03 -0.288
C 40.313 -1.861 -11.580 0.28 -1.09 -0.10 -0.099
C 39.713 0.052 -13.032 -1.26 0.17 -0.04 -0.077
N 36.766 -0.500 -12.517 -0.06 0.88 -0.70 -0.296
C 36.797 0.537 -11.490 -0.37 -0.26 -0.02 -0.092
C 35.430 -0.664 -13.049 -0.66 -0.54 0.93 -0.108
H 37.854 -0.792 -14.869 -0.54 0.10 -0.26 0.069
H 37.125 -2.182 -15.821 -0.50 0.29 0.39 0.053
H 38.790 -2.095 -15.530 0.07 0.02 0.11 0.104
H 37.714 -4.393 -14.788 0.11 -0.21 0.23 0.092
H 36.148 -3.968 -14.150 -0.11 -0.06 0.22 0.060
H 37.423 -4.545 -13.042 0.01 0.01 0.21 0.068
H 40.051 -2.198 -10.575 -0.32 0.32 -0.03 0.073
H 40.542 -2.785 -12.130 0.22 0.06 0.01 0.085
H 41.233 -1.291 -11.505 -0.06 0.19 -0.09 0.082
H 40.738 0.324 -12.813 0.19 -0.32 -0.11 0.089
H 39.530 -0.103 -14.093 0.58 0.21 -0.14 0.063
H 39.106 0.916 -12.741 0.13 0.07 -0.16 0.061
H 36.449 0.092 -10.544 0.16 0.36 0.19 0.076
H 37.767 1.011 -11.378 0.15 -0.34 0.21 0.071
H 36.114 1.338 -11.772 -0.09 -0.06 -0.01 0.089
H 35.310 -1.391 -13.851 0.45 -0.22 0.15 0.071
H 35.009 0.267 -13.428 0.22 0.22 0.14 0.092
H 34.788 -1.012 -12.182 0.01 0.21 -0.74 0.042
```
Positions in Å, forces in eV/Å.